Entry 1:
{"formula": "C4H13NOS", "method": "the ωB97M-V functional and the def2-TZVPD basis", "charge": -1, "mol_weight_g_mol": 123.22, "relative_energy_ev": 0.594, "homo_energy_ev": [0.931, -4.940], "s_squared": 0.750, "largest_force_ev_per_a": 1.5, "multiplicity": 2, "species": ["S", "O", "N", "C", "C", "C", "C", "H", "H", "H", "H", "H", "H", "H", "H", "H", "H", "H", "H", "H"], "coordinates": [[2.6625, -0.1553, -2.3362], [-2.9191, 1.7231, 0.9052], [0.0791, 0.4799, 0.7175], [1.3385, 0.6145, -1.3136], [0.0109, -1.4939, -0.7986], [-0.3216, -0.1063, 1.9726], [0.7954, -0.2870, -0.2315], [1.6513, -0.7828, 0.2771], [-0.3352, 1.3699, 0.4797], [-3.4726, 2.4724, 0.6145], [-0.9521, 0.5415, 2.5643], [2.9619, -1.0982, -1.4531], [-0.9077, -1.1777, -1.2913], [0.5862, -1.9819, -1.5933], [-2.9729, 1.1023, 0.1497], [-0.8443, -1.0497, 1.7703], [-0.1961, -2.1946, -0.0002], [1.7109, 1.5717, -0.9525], [0.5749, -0.3993, 2.5503], [0.5501, 0.8514, -2.0310]]}



Entry 2:
{"formula": "C16H15N3O4", "method": "the ωB97M-V functional and the def2-TZVPD basis", "charge": 0, "mol_weight_g_mol": 313.31, "relative_energy_ev": 1.514, "homo_energy_ev": -7.250, "largest_force_ev_per_a": 4.3, "smiles": "NC(=O)[C@@H]1O[C@@H]1C(=O)Nc1ccc(Oc2ccc(N)cc2)cc1", "species": ["O", "O", "O", "O", "N", "N", "N", "C", "C", "C", "C", "C", "C", "C", "C", "C", "C", "C", "C", "C", "C", "C", "C", "H", "H", "H", "H", "H", "H", "H", "H", "H", "H", "H", "H", "H", "H", "H"], "coordinates": [[0.3268, 2.7790, 1.9918], [0.7205, -4.4310, -1.1634], [1.6174, -2.4786, -3.1410], [2.8189, -3.4393, 1.2519], [-4.8365, 4.2884, 0.9851], [1.9046, -2.0494, -0.2962], [2.0180, -4.0438, -4.5982], [-2.5241, 4.7212, 1.1279], [-3.5535, 3.7829, 1.1221], [0.7614, 1.6102, 1.4474], [-3.2795, 2.4573, 1.3310], [1.0535, 0.1687, -0.4559], [1.5444, -0.8825, 0.3794], [1.2245, 0.6308, 2.3468], [-0.9888, 2.9314, 1.6708], [1.8102, -3.6861, -3.2679], [-1.9986, 1.9979, 1.5753], [1.5136, -0.6154, 1.8008], [0.7642, 1.4141, 0.0692], [2.4659, -3.1832, 0.1504], [1.6754, -4.7166, -2.1981], [-1.2486, 4.2772, 1.4262], [2.0513, -4.4235, -0.6401], [-2.6679, 5.7736, 0.9315], [0.7977, 0.1402, -1.5432], [-5.6344, 3.7093, 1.0675], [0.4879, 2.2047, -0.6623], [1.6239, -2.0517, -1.3121], [1.2780, 0.9102, 3.3481], [-4.8897, 5.2878, 0.7174], [2.0223, -3.3729, -5.3326], [-4.1109, 1.7898, 1.3529], [1.6682, -5.7721, -2.6067], [-2.1091, 0.9316, 1.7309], [1.9516, -5.0582, -4.8141], [2.3201, -5.2851, 0.0206], [-0.4573, 4.9196, 1.6912], [1.8785, -1.2367, 2.4956]]}



Entry 3:
{"formula": "C22H28N4O3", "method": "the ωB97M-V functional and the def2-TZVPD basis", "charge": 0, "mol_weight_g_mol": 396.49, "relative_energy_ev": 3.059, "homo_energy_ev": -9.110, "largest_force_ev_per_a": 1.3, "smiles": "CC(C)c1cc(CNC(=O)CCc2nnc(CCCCc3ccccc3)o2)on1", "species": ["O", "O", "O", "N", "N", "N", "N", "C", "C", "C", "C", "C", "C", "C", "C", "C", "C", "C", "C", "C", "C", "C", "C", "C", "C", "C", "C", "C", "C", "H", "H", "H", "H", "H", "H", "H", "H", "H", "H", "H", "H", "H", "H", "H", "H", "H", "H", "H", "H", "H", "H", "H", "H", "H", "H", "H", "H"], "coordinates": [[2.1183, 1.4818, -1.7468], [-3.1283, 0.1185, -0.3284], [-0.4851, 4.3818, 1.1849], [-0.0929, 3.5007, -0.8592], [-1.7134, 0.0523, -1.9942], [-1.7487, 1.3181, -1.5201], [2.6954, 0.3011, -1.4284], [-2.5290, -0.6435, -1.2776], [4.9293, -0.4118, 1.0966], [-1.6219, 0.0366, 2.6396], [-1.7960, -2.2319, 1.8799], [-0.2279, -0.7518, 0.8554], [-0.3393, -3.1186, 0.0210], [-1.7938, -2.9033, -2.0885], [1.9780, 2.2220, -0.6336], [-0.8953, 3.9133, 0.1422], [1.3503, 3.5695, -0.7551], [-0.4006, -2.7743, -1.4727], [-2.2038, -1.2156, 2.7269], [-2.9889, 2.4890, 0.3052], [2.4707, 1.5233, 0.4296], [-0.8068, -2.0137, 0.9292], [2.9162, 0.2991, -0.1401], [-2.8764, -2.0776, -1.3924], [-0.6306, 0.2667, 1.6994], [3.5583, -0.8468, 0.5703], [3.6889, -2.0562, -0.3502], [-2.3851, 3.8093, -0.1762], [-2.5831, 1.3369, -0.5332], [-0.4905, 2.9024, -1.5770], [0.2613, -3.4539, -2.0139], [2.7170, -2.3426, -0.7415], [4.8359, 0.4384, 1.7682], [0.7015, -3.3391, 0.2774], [-4.0814, 2.5477, 0.2880], [4.3292, -1.8126, -1.1930], [5.3981, -1.2304, 1.6373], [-2.6907, 2.2942, 1.3388], [-2.1075, -3.9496, -2.0666], [1.5783, 4.1624, 0.1344], [0.5460, -0.5674, 0.1268], [-0.9209, -4.0241, 0.2107], [-2.8798, 4.6266, 0.3501], [1.7448, 4.0658, -1.6486], [-0.0350, -1.7617, -1.6394], [-2.2514, -3.2101, 1.9631], [-2.9766, -1.4033, 3.4583], [-1.9334, 0.8281, 3.3061], [2.9233, -1.1066, 1.4272], [2.5083, 1.8243, 1.4549], [-1.7305, -2.5885, -3.1310], [-3.8092, -2.1585, -1.9605], [-3.0731, -2.4515, -0.3865], [-0.1700, 1.2418, 1.6234], [5.5745, -0.1296, 0.2676], [4.1172, -2.8970, 0.1908], [-2.5441, 3.9199, -1.2484]]}